(i)
Below is a cluster of 2 separate species, C12H17N in total, with properties calculated with the ωB97M-V functional and the def2-TZVPD basis.

Computed properties:
total charge	0
SMILES	Cc1c[nH]c2ccccc12.CCC
Kohn-Sham gap	8.69	eV

Positions of all 30 atoms, in Å:
C 3.01991 -0.94452 0.41552
H -0.11041 1.55537 3.85503
C 1.55976 -1.13488 0.37509
C -0.62094 -0.98914 1.13292
H 0.41425 1.55224 -0.45348
C -1.48541 0.90868 -3.25470
H 0.62635 0.66371 -2.60992
H -1.28710 -2.53247 -0.17682
C -0.45037 1.68147 -1.05463
H 3.14087 0.05023 0.18633
H -1.34432 1.41075 -0.48842
N -0.52886 -2.02457 0.18115
C 0.77573 -2.06778 -0.29608
C -0.27421 0.96603 3.00585
H 1.67446 1.33688 2.12501
H 3.60600 -1.10284 1.28349
H 0.97385 -2.82804 -1.09608
H -2.65771 -0.81659 1.45690
H -1.50191 1.98317 -3.67523
C 0.80980 0.70221 2.09547
H -2.37605 0.37575 -2.84598
H 3.50236 -1.58598 -0.24050
H -0.37066 -0.58029 -1.87960
H -1.29585 0.25150 -4.13110
C -1.55519 0.38429 2.87333
C -0.36787 0.52543 -2.25382
C 0.67722 -0.39150 1.23672
H -0.49094 2.66856 -1.32372
H -2.33096 0.55788 3.64015
C -1.73177 -0.57556 1.91712

Mulliken population analysis, charges in e, atoms 1 to 2: number 1, C, carries -1.6452; number 2, H, carries 0.4412

=====

(ii)
Below is a cluster of 2 separate species, C12H17N in total, with properties calculated with the ωB97M-V functional and the def2-TZVPD basis.

Computed properties:
total charge	0
SMILES	Cc1c[nH]c2ccccc12.CCC
Kohn-Sham gap	8.44	eV

Positions of all 30 atoms, in Å:
C 0.77214 -1.74263 0.65751
H -1.21346 -2.46481 -3.30303
C -2.18916 -0.08261 -3.10648
H -1.85209 1.16537 -0.58906
N -0.32184 -1.06770 0.14494
C -0.34622 0.24303 0.69188
C -0.27556 -1.80760 -3.41060
H 2.52704 -1.98610 3.06871
H -0.91680 -0.30947 -4.96442
C 1.50976 -0.87874 1.53219
H -2.24993 -0.80474 -2.36076
H -0.10793 0.47244 -3.74499
H -2.10541 0.74586 -2.53015
H 0.34904 -2.11828 -4.16925
H 3.54997 -1.56585 1.82127
C -0.05793 2.51671 1.98987
C -1.12739 1.19476 0.22397
C 0.72286 0.34280 1.60509
H -0.20070 3.43993 2.64340
H 2.85845 -0.31361 2.98405
H 0.95257 -2.73521 0.45662
C -0.74975 -0.34962 -3.88337
H 0.25795 -1.61438 -2.52230
C 0.77920 1.44890 2.40745
C 2.66000 -1.17025 2.44010
H -1.13381 -1.34849 -0.47183
H -3.03322 -0.03199 -3.79633
C -0.88377 2.32647 0.93051
H -1.63060 3.17799 0.71936
H 1.31668 1.51800 3.27534

Mulliken population analysis, charges in e, atoms 1 to 2: number 1, C, carries -0.9226; number 2, H, carries 0.2745

=====

(iii)
Below is a cluster of 2 separate species, C12H17N in total, with properties calculated with the ωB97M-V functional and the def2-TZVPD basis.

Computed properties:
total charge	0
SMILES	Cc1c[nH]c2ccccc12.CCC
Kohn-Sham gap	8.38	eV

Positions of all 30 atoms, in Å:
H -2.63061 0.65353 -3.32341
C 1.43548 -2.33385 -0.49855
H -3.06723 -0.62204 -2.12298
H 0.88841 -3.12343 -0.01612
C 2.69082 -2.07487 0.27799
H 4.30688 -0.73361 0.36211
H -1.45868 -0.36978 -2.85983
C -1.79713 0.83695 0.09458
H -2.91547 -1.03392 0.56559
C -0.27590 1.85045 1.97953
N -0.42760 2.51539 -0.54814
C 3.24119 -0.64799 0.08028
C -0.86713 1.84827 -1.67984
C -0.72312 1.74033 0.60583
H 2.88846 0.01777 0.89136
H -0.55919 2.34132 -2.67427
C -1.03397 0.92884 2.67139
H 2.50317 -2.18316 1.40388
C -2.22959 -0.21640 0.91015
H -0.98467 1.09169 3.78734
H 0.29941 2.66953 2.32922
H 0.82191 -1.25511 -0.64999
H 0.18235 3.37734 -0.61736
H 3.43642 -2.77857 -0.09757
C -2.29156 0.04230 -2.43199
H -2.45559 -0.56682 3.01855
C -1.97534 -0.09783 2.32113
H 1.67601 -2.60406 -1.61591
H 3.11740 -0.12732 -0.82281
C -1.79512 0.85506 -1.34015

Mulliken population analysis, charges in e, atoms 1 to 2: number 1, H, carries 0.3201; number 2, C, carries -0.7030

=====

Which of them is the most stable, and which is the least stable? (i) and (iii), in that order.

=====

(i)
Below is the molecule C12H17N, with properties calculated with the ωB97M-V functional and the def2-TZVPD basis.

Computed properties:
total charge	0
SMILES	C=C1[C@@H]2[C@@H](C[C@H]2C)[C@@H]2CC=N[C@]12C
Kohn-Sham gap	10.16	eV

Positions of all 30 atoms, in Å:
C -0.37593 2.53786 -0.71237
H -2.70685 0.69596 2.14426
H -1.18249 3.18055 -0.41184
H 0.87420 0.29266 -1.93202
H 1.09456 -1.06785 1.70672
C 0.63882 0.23708 -0.86810
C -3.17692 -0.46752 -0.93015
C 1.37760 -1.12275 0.65816
C 0.19496 -1.13757 -0.32888
C -2.32140 -1.65955 -0.60676
C -1.77342 1.05226 1.70993
H -2.90581 -2.41658 -0.07877
H 4.03456 0.10369 0.06459
N -2.81111 0.63565 -0.45127
H -1.22782 -1.47403 1.26443
C 3.21459 0.13304 -0.65167
H 3.26486 -0.76035 -1.27090
H 0.45285 2.99608 -1.22726
H -1.81293 2.13709 1.66093
C -1.60676 0.46771 0.31809
C 1.87750 0.20641 0.06378
C -0.38750 1.24147 -0.49121
H 0.26028 -1.95695 -1.04696
H -1.94390 -2.11447 -1.52538
H 1.88529 1.03478 0.77633
H 3.35070 1.00191 -1.29186
H -0.94170 0.75677 2.34482
C -1.21460 -1.03850 0.26264
H -4.06566 -0.54026 -1.53836
H 2.07033 -1.95250 0.52604

Mulliken population analysis, charges in e, atoms 1 to 2: number 1, C, carries -1.2476; number 2, H, carries 0.4518

=====

(ii)
Below is a cluster of 2 separate species, C12H17N in total, with properties calculated with the ωB97M-V functional and the def2-TZVPD basis.

Computed properties:
total charge	0
SMILES	Cc1c[nH]c2ccccc12.CCC
Kohn-Sham gap	8.82	eV

Positions of all 30 atoms, in Å:
C 1.56928 1.39412 0.14454
C -0.75593 1.24195 0.37929
H -2.66466 -2.70650 3.33984
H -1.08220 -2.15019 2.74043
H 0.56493 1.79203 2.02182
C 3.14749 0.70567 -3.18433
H -2.22520 -1.13337 3.80411
H 4.22267 0.68078 -3.24833
C 0.42576 1.55329 0.97307
H -2.13264 -0.61468 1.16011
C 3.59008 1.46729 -0.81871
N 2.85885 1.80602 0.31589
H -1.72202 1.38684 0.84850
C 0.19073 0.61540 -1.76258
H -3.90121 -2.14207 0.03552
C -3.04710 -2.43227 0.62666
H -3.72006 -0.96536 2.04765
H -3.09532 -3.45944 0.95132
C 2.74501 0.98498 -1.78473
H -2.17718 -2.34801 -0.05440
H 3.31385 1.85763 1.21632
C -2.08513 -1.84297 3.01071
H 0.06846 0.29298 -2.79603
C -2.73759 -1.33355 1.68344
H 4.62181 1.72882 -0.82060
H 2.78655 1.55167 -3.82058
C -0.89834 0.74058 -0.95498
C 1.44943 0.96100 -1.19487
H -1.91539 0.48894 -1.22808
H 2.60508 -0.12160 -3.63098

Mulliken population analysis, charges in e, atoms 1 to 2: number 1, C, carries -0.3701; number 2, C, carries -0.6435

=====

Which of them is the most stable, and which is the least stable? (ii) and (i), in that order.